# 1
The following is a DFT calculation (ωB97M-V with the def2-TZVPD basis set) of one molecule with the formula C5H9NO.

Last column: Löwdin charge in e.
Element x y z (Å)
C: -1.318 -0.008 1.433  -0.0607
C: -1.222 0.037 -0.076  -0.3284
N: -0.899 1.355 -0.615  0.0542
C: 0.002 0.252 -0.905  -0.3043
C: 1.409 0.287 -0.358  -0.1181
C: 1.931 -1.124 -0.249  -0.2620
O: 2.977 -1.508 -0.715  0.0516
H: -0.433 0.409 1.918  0.0690
H: -2.160 0.622 1.736  0.0777
H: -1.501 -1.010 1.833  0.0737
H: -1.990 -0.547 -0.584  0.1324
H: -1.464 1.601 -1.421  0.0971
H: -0.056 -0.153 -1.917  0.1440
H: 1.398 0.744 0.637  0.1191
H: 2.086 0.867 -0.992  0.1242
H: 1.241 -1.825 0.276  0.1305

Results
structure (SMILES): C[C@H]1N[C@H]1CC=O
HOMO energy: -0.361 Eh
charge: 0


# 2
The following is a DFT calculation (ωB97M-V with the def2-TZVPD basis set) of one molecule with the formula C5H9NO.

Last column: Löwdin charge in e.
Element x y z (Å)
O: 1.430 -1.563 1.227  -0.0407
C: 0.886 -0.344 0.778  -0.3398
C: 1.248 -0.002 -0.667  -0.0937
C: -0.015 0.618 -1.200  -0.2683
N: -0.608 1.601 -0.287  0.0691
C: -1.190 0.264 -0.368  -0.2925
C: -0.772 -0.560 0.803  -0.0808
H: 0.484 -1.800 1.206  0.0460
H: 1.096 0.476 1.467  0.1388
H: 2.114 0.667 -0.727  0.1203
H: 1.495 -0.921 -1.216  0.1262
H: -0.126 0.759 -2.268  0.1353
H: -1.182 2.257 -0.801  0.0950
H: -2.167 0.129 -0.826  0.1382
H: -1.190 -0.223 1.761  0.1169
H: -1.179 -1.599 0.668  0.1302

Results
structure (SMILES): O[C@H]1C[C@@H]2N[C@@H]2C1
HOMO energy: -0.353 Eh
charge: 0


# 3
The following is a DFT calculation (ωB97M-V with the def2-TZVPD basis set) of one molecule with the formula C5H9NO.

Last column: Löwdin charge in e.
Element x y z (Å)
C: -0.517 -1.147 1.846  -0.0079
C: -0.719 0.289 1.421  -0.4243
O: -1.502 1.018 1.991  0.0721
C: -0.005 0.845 0.203  -0.2165
C: -0.811 0.488 -0.994  -0.0944
N: 0.494 -0.095 -0.776  -0.1220
C: 1.645 0.116 -1.655  -0.0796
H: -1.353 -1.446 2.484  0.0848
H: -0.384 -1.854 1.022  0.0786
H: 0.402 -1.165 2.443  0.0912
H: 0.413 1.844 0.334  0.1531
H: -1.022 1.209 -1.783  0.1175
H: -1.637 -0.184 -0.746  0.1140
H: 1.982 -0.870 -1.995  0.0744
H: 2.482 0.575 -1.119  0.0803
H: 1.451 0.717 -2.557  0.0788

Results
structure (SMILES): CC(=O)[C@@H]1CN1C
HOMO energy: -0.331 Eh
charge: 0


# 4
The following is a DFT calculation (ωB97M-V with the def2-TZVPD basis set) of one molecule with the formula C5H9NO.

Last column: Löwdin charge in e.
Element x y z (Å)
C: -1.603 0.035 -0.160  -0.2413
C: 0.343 -0.495 -1.762  -0.0153
C: -0.258 -0.529 -0.403  -0.2445
C: 0.336 0.819 1.466  -0.2557
C: 0.511 -0.808 0.757  -0.0586
O: -0.912 1.247 0.039  -0.1497
N: 1.321 1.592 1.562  0.0662
H: 1.928 1.674 0.752  0.0476
H: -2.265 0.064 -1.028  0.1197
H: -2.128 -0.352 0.722  0.1204
H: -0.390 0.731 2.266  0.1102
H: -0.226 0.142 -2.437  0.0927
H: 0.352 -1.516 -2.163  0.1024
H: 1.382 -0.159 -1.728  0.0930
H: 0.040 -1.444 1.501  0.1087
H: 1.569 -1.000 0.616  0.1042

Results
HOMO energy (spin up / spin down): -0.303 / -0.303 Eh
charge: 0


# 5
The following is a DFT calculation (ωB97M-V with the def2-TZVPD basis set) of one molecule with the formula C5H9NO.

Last column: Löwdin charge in e.
Element x y z (Å)
C: -2.009 -0.369 -0.072  -0.0503
C: -1.161 0.627 0.682  -0.3208
N: -0.064 0.218 1.560  0.0706
C: 0.247 0.894 0.303  -0.2478
C: 0.924 0.098 -0.778  -0.2654
C: 2.274 -0.415 -0.547  -0.1016
O: 1.144 -1.280 -0.496  -0.0598
H: -2.589 0.147 -0.847  0.0799
H: -2.720 -0.867 0.598  0.0779
H: -1.402 -1.140 -0.558  0.0738
H: -1.722 1.466 1.094  0.1285
H: 0.131 -0.775 1.427  0.0939
H: 0.638 1.906 0.410  0.1386
H: 0.610 0.289 -1.806  0.1492
H: 2.951 -0.586 -1.384  0.1115
H: 2.748 -0.213 0.414  0.1216

Results
structure (SMILES): C[C@H]1N[C@H]1[C@H]1CO1
HOMO energy: -0.342 Eh
charge: 0


# 6
The following is a DFT calculation (ωB97M-V with the def2-TZVPD basis set) of one molecule with the formula C5H9NO.

Last column: Löwdin charge in e.
Element x y z (Å)
C: -1.318 0.721 -1.485  -0.1019
C: -0.707 -0.269 -0.485  -0.1966
C: 0.699 0.161 0.010  -0.3781
O: 0.851 1.546 0.287  -0.0411
C: 1.202 -0.457 1.342  -0.1281
C: 0.808 -1.838 1.604  -0.2276
N: 0.422 -2.907 1.820  0.1403
H: -0.713 0.829 -2.392  0.0845
H: -2.317 0.396 -1.794  0.0781
H: -1.449 1.720 -1.050  0.0652
H: -0.625 -1.243 -0.988  0.1185
H: -1.407 -0.425 0.345  0.1173
H: 1.394 -0.087 -0.806  0.1443
H: 0.062 2.030 0.035  0.0682
H: 0.806 0.169 2.150  0.1298
H: 2.292 -0.347 1.404  0.1272

Results
structure (SMILES): CC[C@@H](O)CC#N
HOMO energy: -0.395 Eh
charge: 0


# 7
The following is a DFT calculation (ωB97M-V with the def2-TZVPD basis set) of one molecule with the formula C5H9NO.

Last column: Löwdin charge in e.
Element x y z (Å)
C: 0.390 1.139 1.068  -0.0438
C: -0.523 -0.072 0.799  -0.4156
O: -1.827 0.401 0.553  -0.0228
C: -0.107 -0.959 -0.394  -0.3101
C: -0.057 -0.184 -1.715  -0.0485
C: 1.186 -1.559 -0.051  -0.2055
N: 2.213 -1.975 0.280  0.1594
H: 1.405 0.773 1.172  0.0757
H: 0.151 1.667 2.009  0.0930
H: 0.406 1.932 0.299  0.0932
H: -0.566 -0.690 1.708  0.1476
H: -1.674 1.280 0.882  0.0685
H: -0.838 -1.776 -0.498  0.1546
H: 0.145 -0.854 -2.554  0.0855
H: 0.727 0.579 -1.693  0.0836
H: -1.022 0.305 -1.875  0.0852

Results
structure (SMILES): C[C@@H](O)[C@@H](C)C#N
HOMO energy: -0.397 Eh
charge: 0


# 8
The following is a DFT calculation (ωB97M-V with the def2-TZVPD basis set) of C5H9NO as an isolated structure.

Last column: Löwdin charge in e.
Element x y z (Å)
C: -0.713 0.011 1.173  -0.1719
C: -0.544 -0.248 -0.463  -0.3316
C: -0.704 -1.011 2.804  0.0469
C: 0.900 0.935 -2.181  -0.0817
C: 0.805 0.334 -0.753  -0.2011
N: -1.394 -0.858 -1.114  0.1584
O: -0.547 1.158 1.475  0.0160
H: 0.156 -0.570 3.279  0.0321
H: -0.547 -1.984 2.476  -0.0007
H: -1.505 -0.835 3.495  0.0327
H: 1.229 0.226 -2.924  0.0689
H: 1.527 1.840 -2.039  0.0875
H: -0.053 1.189 -2.473  0.0352
H: 1.089 1.197 -0.089  0.1171
H: 1.494 -0.497 -0.552  0.1255
H: -1.193 -0.887 -2.113  0.0666

Results
HOMO energy: -0.320 Eh
charge: 0


Record order is preserved below.
Strongest force on any atom: 0.011; 0.062; 0.011; 0.041; 0.005; 0.021; 0.030; 0.082 hartree/bohr
Record order is preserved below.
Calculated total energy: -8867.155; -8866.335; -8866.803; -8864.196; -8866.310; -8868.002; -8868.010; -8865.511 eV